Version a
Molecular formula: C3H4N2O
Method: DFT, ωB97M-V with the def2-TZVPD basis set

Output
HOMO-LUMO gap in eV: 8.57
HOMO in hartree: -0.3024

```
! RIJCOSX wB97M-V def2-TZVPD def2/J DEFGRID3
* xyz 0 1
N -0.054 -2.099 0.206
C 0.502 -0.891 0.340
N 1.256 -0.025 0.623
C 0.699 1.486 -0.012
C -0.500 1.307 -0.653
O -1.133 0.258 -0.924
H -0.088 -2.590 1.085
H -0.950 -2.062 -0.257
H 1.000 2.299 0.629
H -0.731 2.318 -1.037
*
```

=====

Version b
Molecular formula: C3H4N2O
Method: DFT, ωB97M-V with the def2-TZVPD basis set

Output
HOMO-LUMO gap in eV: 10.30
SMILES: Nc1ccon1
HOMO in hartree: -0.3411

```
! RIJCOSX wB97M-V def2-TZVPD def2/J DEFGRID3
* xyz 0 1
N -1.804 -0.016 -0.417
C -0.461 -0.209 -0.125
N 0.004 -1.411 0.110
O 1.363 -1.252 0.318
C 1.667 0.044 0.223
C 0.571 0.780 -0.073
H -2.203 0.775 0.071
H -2.345 -0.855 -0.239
H 2.700 0.305 0.407
H 0.507 1.839 -0.275
*
```

=====

Which structure is the least stable? The one labeled version a.

=====

Version a
Molecular formula: C3H4N2O
Method: DFT, ωB97M-V with the def2-TZVPD basis set

Output
HOMO-LUMO gap in eV: 10.02
SMILES: Oc1cc[nH]n1
HOMO in hartree: -0.3340

```
! RIJCOSX wB97M-V def2-TZVPD def2/J DEFGRID3
* xyz 0 1
O 2.240 -0.014 -0.232
C 0.952 -0.222 0.134
N 0.363 -1.383 0.300
N -0.950 -1.045 0.241
C -1.169 0.269 0.030
C 0.059 0.866 0.026
H 1.973 0.708 -0.835
H -1.642 -1.764 0.331
H -2.154 0.677 -0.128
H 0.326 1.908 0.133
*
```

=====

Version b
Molecular formula: C3H4N2O
Method: DFT, ωB97M-V with the def2-TZVPD basis set

Output
HOMO-LUMO gap in eV: 9.66
SMILES: OC1N=CC=N1
HOMO in hartree: -0.3812

```
! RIJCOSX wB97M-V def2-TZVPD def2/J DEFGRID3
* xyz 0 1
C 0.044 -0.005 -1.386
C 0.601 1.025 -0.584
C 0.153 -0.687 0.680
N -0.167 -1.026 -0.684
N 0.694 0.589 0.626
O -1.318 -0.567 1.386
H -0.260 -0.077 -2.495
H 0.677 2.082 -0.797
H 0.850 -1.459 1.177
H -1.274 0.126 2.077
*
```

=====

Version c
Molecular formula: C3H4N2O
Method: DFT, ωB97M-V with the def2-TZVPD basis set

Output
HOMO-LUMO gap in eV: 11.63
SMILES: N#CCN=C=O.[H][H]
HOMO in hartree: -0.4119

```
! RIJCOSX wB97M-V def2-TZVPD def2/J DEFGRID3
* xyz 0 1
O 2.371 -0.163 -0.441
C 1.249 0.061 -0.200
N 0.083 0.367 -0.083
C -0.920 0.129 0.920
C -1.002 -1.287 1.320
N -1.050 -2.400 1.631
H 1.293 1.042 -2.860
H 0.591 1.081 -2.620
H -0.725 0.735 1.811
H -1.890 0.436 0.521
*
```

=====

Version d
Molecular formula: C3H4N2O
Method: DFT, ωB97M-V with the def2-TZVPD basis set

Output
HOMO-LUMO gap (spin up / spin down) in eV: 8.03 / 8.03
HOMO (spin up / spin down) in hartree: -0.3518 / -0.3516

```
! RIJCOSX wB97M-V def2-TZVPD def2/J DEFGRID3
* xyz 0 1
O -0.725 -0.543 -2.194
C -0.520 0.086 -1.099
N -0.620 1.233 -0.565
C 0.370 0.520 1.526
C 0.741 -0.639 1.365
N -0.223 -1.116 -0.427
H -0.959 1.946 -1.199
H 0.017 1.515 1.666
H 1.296 -1.472 1.753
H 0.621 -1.528 -0.826
*
```

=====

Which structure is the least stable? The one labeled version d.

=====

Version a
Molecular formula: C4H10O
Method: DFT, ωB97M-V with the def2-TZVPD basis set

Output
HOMO-LUMO gap in eV: 11.26
SMILES: CC[C@@H](C)O
HOMO in hartree: -0.3777

```
! RIJCOSX wB97M-V def2-TZVPD def2/J DEFGRID3
* xyz 0 1
C 1.973 0.153 -0.075
C 0.682 -0.647 -0.246
C -0.534 0.268 -0.406
C -1.870 -0.444 -0.215
O -0.409 1.301 0.567
H 1.878 0.834 0.773
H 2.180 0.763 -0.963
H 2.831 -0.503 0.097
H 0.749 -1.302 -1.126
H 0.530 -1.304 0.621
H -0.496 0.707 -1.418
H -2.080 -1.169 -1.009
H -1.881 -0.964 0.749
H -2.682 0.292 -0.205
H -0.908 2.063 0.256
*
```

=====

Version b
Molecular formula: C4H10O
Method: DFT, ωB97M-V with the def2-TZVPD basis set

Output
HOMO-LUMO gap (spin up / spin down) in eV: 8.32 / 7.93
HOMO (spin up / spin down) in hartree: -0.2665 / -0.2560

```
! RIJCOSX wB97M-V def2-TZVPD def2/J DEFGRID3
* xyz 0 1
C 2.078 -0.082 -0.463
O 1.256 -0.003 0.557
C 0.255 0.788 0.732
C -1.075 -0.848 -1.560
C -0.628 0.567 1.907
H 0.010 -0.881 -1.402
H 2.911 -0.751 -0.318
H 2.030 0.688 -1.226
H 0.063 1.534 -0.037
H -1.592 -1.212 -0.668
H -1.326 -1.486 -2.411
H -1.393 0.177 -1.770
H -1.649 0.292 1.604
H -0.709 1.463 2.537
H -0.229 -0.247 2.519
*
```

=====

Version c
Molecular formula: C4H10O
Method: DFT, ωB97M-V with the def2-TZVPD basis set

Output
HOMO-LUMO gap (spin up / spin down) in eV: 8.25 / 7.99
HOMO (spin up / spin down) in hartree: -0.2646 / -0.2542

```
! RIJCOSX wB97M-V def2-TZVPD def2/J DEFGRID3
* xyz 0 1
C 0.613 1.397 -1.296
O -0.422 0.839 -0.671
C -0.353 -0.077 0.249
C 0.899 -0.210 1.043
C -1.659 -0.632 0.714
H 0.839 -0.656 -1.955
H 1.536 1.519 -0.742
H 0.307 2.141 -2.019
H 0.539 -1.289 -1.610
H 1.110 0.724 1.580
H 1.769 -0.406 0.412
H 0.823 -1.010 1.779
H -1.588 -1.714 0.860
H -2.445 -0.429 -0.018
H -1.968 -0.197 1.675
*
```

=====

Which structure is the least stable? The one labeled version c.

=====

Version a
Molecular formula: C4H10O
Method: DFT, ωB97M-V with the def2-TZVPD basis set

Output
HOMO-LUMO gap in eV: 10.21
SMILES: C=CC.CO
HOMO in hartree: -0.3379

```
! RIJCOSX wB97M-V def2-TZVPD def2/J DEFGRID3
* xyz 0 1
C 3.112 -2.018 -4.214
O 4.154 -1.865 -3.144
H 3.677 -2.331 -5.191
H 2.559 -1.016 -4.298
H 2.401 -2.799 -4.032
H 4.143 -0.937 -2.873
C -2.074 0.046 3.016
C -2.694 1.395 2.397
C -2.069 2.640 2.314
H -2.513 -0.860 2.633
H -1.927 0.157 4.033
H -1.199 -0.154 2.395
H -3.752 1.350 2.065
H -2.799 3.487 2.490
H -1.020 2.904 2.411
*
```

=====

Version b
Molecular formula: C4H10O
Method: DFT, ωB97M-V with the def2-TZVPD basis set

Output
HOMO-LUMO gap in eV: 9.97
SMILES: C=CCCO.[H][H]
HOMO in hartree: -0.3318

```
! RIJCOSX wB97M-V def2-TZVPD def2/J DEFGRID3
* xyz 0 1
C -2.244 -0.329 0.055
C -1.028 -0.024 0.508
C 0.248 -0.644 0.012
C 1.552 0.155 0.068
O 2.595 -0.802 -0.046
H -2.371 -0.949 -0.831
H -3.135 0.117 0.487
H -1.252 1.308 -0.710
H -0.624 1.748 -0.706
H -0.919 0.705 1.315
H 0.124 -1.056 -0.995
H 0.380 -1.493 0.689
H 1.609 0.890 -0.749
H 1.628 0.707 1.019
H 3.437 -0.335 -0.116
*
```

=====

Which structure is the least stable? The one labeled version a.